1.
A molecular structure, CF3LiNO4PrS3, computed with ωB97M-V with the def2-TZVPD basis set.

Properties
- HOMO-LUMO gap (spin up / spin down) (eV) = 6.96 / 7.02
- spin multiplicity = 3
- highest occupied orbital energy (spin up / spin down) (hartree) = -0.325 / -0.326

Each line ends with the Löwdin spin population.
Positions of all 14 atoms, in Å:
Pr1 -1.193443 -0.078038 0.869926  2.0606
N1 -0.080978 1.731912 0.182919  -0.0239
S1 0.888883 1.698935 -0.958412  -0.0028
O1 1.017226 0.579910 -1.968340  -0.0006
C1 0.198355 2.952931 -2.147855  -0.0006
F1 0.155577 4.155552 -1.581499  -0.0001
F2 -1.038036 2.549351 -2.448426  -0.0001
F3 0.925900 3.031818 -3.258075  -0.0002
Li1 0.448994 -1.249130 -1.609289  0.0003
S2 -0.722325 -3.123057 0.598003  -0.0071
O2 -1.416475 -2.052112 -0.506971  -0.0092
S3 1.122257 -1.513062 1.156211  -0.0111
O3 1.778690 -1.710567 -0.265939  -0.0021
O4 2.319484 1.960602 -0.484491  -0.0030

Forces on the atoms, in the same order (eV/Å):
0.54 0.23 -1.02
-2.62 -2.47 0.93
6.64 -0.10 -0.46
-2.02 -0.10 1.22
1.04 -0.12 0.65
-0.27 0.16 -0.10
-0.29 0.24 -0.29
-0.25 0.01 0.04
0.65 0.01 -0.17
0.38 2.65 0.48
1.07 0.82 0.81
-0.08 -2.43 -2.43
-0.92 0.79 1.77
-3.88 0.31 -1.44

2.
8 unconnected molecules or ions with the total composition C26H48BrNO22P, computed with ωB97M-V with the def2-TZVPD basis set.

Properties
- HOMO-LUMO gap (eV) = 6.68
- highest occupied orbital energy (hartree) = -0.447
- net charge = +1

Each line ends with the Mulliken charge.
Positions of all 99 atoms, in Å:
O1 -5.504016 -1.156223 0.812836  -0.4539
P1 -5.709588 -1.267994 -0.946163  0.3027
Br1 -6.754769 0.687431 -1.503500  0.0105
C1 -3.908328 -1.329698 -1.609653  0.1387
C2 -3.296198 -0.200946 -2.668969  -0.1479
C3 -1.704014 -0.414855 -3.082685  -0.4313
C4 -0.871421 -1.683402 -2.422823  -0.1782
N1 -1.495937 -2.707761 -1.457968  0.0082
C5 -2.966812 -2.582217 -1.027454  -0.2195
H1 -4.760429 -0.459318 0.892672  0.3524
H2 -3.979297 0.673446 -3.045416  0.3017
H3 -1.203398 0.363834 -3.814331  0.3498
H4 0.274557 -1.838277 -2.672673  0.3533
H5 -0.918437 -3.508499 -1.067035  0.2779
H6 -3.390394 -3.379612 -0.255064  0.3388
C6 2.817820 4.241762 -0.716818  -0.6609
O2 1.883903 3.569198 0.125541  -0.3378
C7 1.518360 2.339390 -0.316449  0.6892
O3 1.915032 1.796486 -1.335708  -0.6110
O4 0.634941 1.818305 0.572031  -0.0508
C8 0.160698 0.516590 0.233239  -0.7576
H7 3.039155 5.213816 -0.267536  0.2948
H8 3.751669 3.674716 -0.787798  0.3140
H9 2.389716 4.411031 -1.710011  0.2337
H10 0.988272 -0.199335 0.200271  0.3745
H11 -0.373793 0.536926 -0.722010  0.1972
H12 -0.538350 0.198388 1.011546  0.2974
C9 1.997036 2.791740 -4.167050  -0.2574
O5 1.510724 3.771029 -5.082805  -0.2950
C10 2.482996 4.472635 -5.718291  0.7440
O6 3.686149 4.329546 -5.566861  -0.5422
O7 1.884704 5.361089 -6.551388  -0.3163
C11 2.792655 6.174569 -7.291673  -0.6124
H13 1.134715 2.292021 -3.717142  0.0579
H14 2.597149 2.039403 -4.689071  0.3244
H15 2.576544 3.264659 -3.367755  0.0658
H16 3.424516 5.557505 -7.938586  0.2894
H17 3.403970 6.782888 -6.617255  0.2893
H18 2.205925 6.846592 -7.923981  0.2233
C12 1.905808 0.379154 3.302186  -0.4121
O8 2.620345 -0.314810 4.322951  -0.3446
C13 2.629183 -1.664153 4.179419  0.6944
O9 2.093560 -2.293241 3.280342  -0.5711
O10 3.337135 -2.192312 5.209569  -0.3089
C14 3.430980 -3.615298 5.188453  -0.6029
H19 1.964263 1.449767 3.516905  0.1738
H20 2.360183 0.199266 2.322472  0.2606
H21 0.851285 0.085328 3.301143  0.3089
H22 3.946319 -3.954847 4.284215  0.2980
H23 2.437351 -4.068893 5.262943  0.2905
H24 4.017643 -3.928244 6.056538  0.1899
C15 -7.653633 4.974670 -6.573964  -0.6163
O11 -7.423856 4.402347 -5.287978  -0.2968
C16 -8.536787 3.906195 -4.690800  0.7158
O12 -9.665483 3.915970 -5.156559  -0.5252
O13 -8.176366 3.397359 -3.485585  -0.2320
C17 -9.254568 2.836353 -2.739332  -0.7069
H25 -6.696675 5.339063 -6.957606  0.2175
H26 -8.038522 4.221096 -7.268688  0.2928
H27 -8.341176 5.823435 -6.501573  0.2894
H28 -9.703408 1.997329 -3.280715  0.3481
H29 -10.006152 3.599712 -2.513500  0.3256
H30 -8.852144 2.460160 -1.794760  0.1315
C18 -0.917051 -6.545828 1.823677  -0.4726
O14 -1.340811 -7.696385 1.095145  -0.2915
C19 -1.229656 -7.576359 -0.251942  0.7937
O15 -0.812193 -6.598783 -0.852817  -0.5614
O16 -1.663533 -8.732405 -0.814672  -0.3055
C20 -1.603517 -8.750117 -2.239534  -0.6052
H31 -1.049515 -6.752789 2.889206  0.2203
H32 0.143254 -6.342619 1.641714  0.2952
H33 -1.529434 -5.676672 1.563079  0.1357
H34 -0.570713 -8.635063 -2.583905  0.2906
H35 -2.243489 -7.969088 -2.662648  0.2782
H36 -1.973804 -9.720536 -2.581376  0.2291
C21 7.694471 -3.424444 7.286996  -0.6729
O17 7.316611 -4.704814 6.785011  -0.2621
C22 8.352966 -5.455490 6.333505  0.7368
O18 9.528605 -5.125600 6.328121  -0.5336
O19 7.854665 -6.636768 5.888943  -0.2948
C23 8.839185 -7.534862 5.380718  -0.6163
H37 6.788267 -2.911262 7.620421  0.2066
H38 8.366267 -3.529145 8.145121  0.3132
H39 8.160653 -2.823317 6.499801  0.3282
H40 9.556682 -7.803889 6.162598  0.2898
H41 9.351121 -7.098092 4.517150  0.2902
H42 8.329478 -8.445364 5.053812  0.2172
C24 0.011278 3.678906 2.768091  -0.0473
O20 -0.532540 4.892336 3.283808  -0.3607
C25 -1.359518 5.542261 2.426422  0.7243
O21 -1.654998 5.176873 1.299406  -0.5554
O22 -1.800718 6.669204 3.040180  -0.3252
C26 -2.686963 7.459216 2.249866  -0.6053
H43 0.656469 3.244225 3.536541  0.1331
H44 -0.786253 2.963369 2.543138  0.2804
H45 0.619046 3.875334 1.879053  0.0791
H46 -3.592316 6.894846 2.004236  0.2812
H47 -2.187006 7.806921 1.340063  0.2885
H48 -2.976306 8.333939 2.838782  0.2215

Forces on the atoms, in the same order (eV/Å):
2.11 1.76 -3.43
-0.41 -0.87 2.05
1.32 -0.69 0.15
4.64 0.51 -0.81
3.14 -4.16 2.02
-2.34 -2.60 2.78
-2.87 0.97 0.24
-3.12 3.85 -1.68
1.12 2.88 -2.33
-1.66 -1.39 0.46
1.54 -1.85 0.75
-0.85 -2.01 1.74
-2.73 0.26 0.65
-0.87 1.25 -0.75
1.13 1.87 -1.91
0.53 0.44 -0.38
-0.49 -1.42 -0.32
0.37 0.26 -0.34
-0.68 0.57 1.49
0.60 0.20 -0.61
-0.12 -0.32 -0.06
-0.25 -0.30 0.11
-0.24 0.02 -0.10
0.10 -0.10 0.25
-0.11 0.12 -0.13
0.22 0.03 0.10
0.19 0.31 0.01
0.19 -0.25 0.21
0.49 0.55 -0.56
0.58 0.15 -0.14
-1.82 0.16 -0.15
0.26 -0.88 0.82
0.37 0.38 -0.35
0.04 0.33 -0.19
0.06 0.22 0.13
-0.03 -0.27 -0.36
-0.01 0.10 0.26
-0.01 -0.25 -0.12
-0.13 -0.28 0.26
-0.14 0.27 -0.24
0.02 -1.03 -0.07
0.07 -0.25 0.06
0.60 0.85 1.06
-0.68 0.76 -0.95
0.10 -0.64 0.06
0.17 -0.34 0.17
-0.14 -0.09 0.15
0.19 -0.07 -0.08
-0.22 0.06 0.11
0.17 0.10 -0.17
-0.09 0.35 -0.13
-0.08 0.27 -0.57
-0.73 -0.53 0.74
-0.60 0.15 -0.48
1.78 -0.06 0.79
0.02 0.32 -0.79
-0.45 -0.14 0.20
-0.08 -0.17 0.35
-0.09 0.19 0.19
0.01 -0.28 -0.03
-0.04 0.26 0.03
0.07 -0.21 -0.17
0.11 0.24 -0.24
0.24 0.27 0.34
0.04 0.08 -1.24
-0.11 -0.41 0.04
-0.54 -0.82 0.66
0.43 1.19 0.78
0.03 -0.10 -0.65
-0.08 -0.20 -0.33
-0.24 0.06 -0.08
0.16 -0.10 -0.05
-0.22 0.13 0.07
0.23 -0.05 0.09
0.04 0.16 0.37
0.14 0.50 0.22
0.58 -0.72 -0.41
0.62 0.09 -0.01
-1.81 -0.48 0.00
0.14 1.01 0.39
0.38 -0.38 -0.20
0.03 -0.34 -0.15
0.00 0.02 -0.28
0.07 -0.18 0.19
-0.04 0.19 -0.20
0.02 -0.01 0.27
-0.16 0.32 0.16
0.26 -0.25 -0.24
-0.74 0.66 -0.48
-0.05 -0.01 -0.20
0.38 0.42 1.48
0.50 -1.04 -0.37
-0.35 0.36 -0.28
-0.23 0.36 0.07
0.12 0.20 -0.10
-0.40 -0.04 0.29
0.24 0.05 -0.09
-0.15 -0.20 0.10
0.24 -0.30 0.10

3.
A molecular structure, C7H6Br12O2S, computed with ωB97M-V with the def2-TZVPD basis set.

Properties
- energy relative to the best compared isomer or geometry (same formula, charge and spin) (kcal/mol) = 46.90
- HOMO-LUMO gap (eV) = 8.54
- highest occupied orbital energy (hartree) = -0.336

Each line ends with the natural charge from an NBO analysis.
Positions of all 28 atoms, in Å:
C1 4.267542 1.056797 -1.776159  -0.0644
C2 3.122816 1.323655 -1.647705  -0.2780
S1 1.430655 1.667555 -1.565281  0.4926
C3 0.386460 0.023049 -1.811923  0.6877
O1 -0.651089 0.016534 -2.342138  -0.5281
O2 0.984228 -1.095429 -1.319923  -0.7391
H1 5.156598 0.515440 -2.021964  0.2606
H2 1.155858 2.497029 -2.613168  0.2020
C4 -1.470672 -0.345436 1.923113  -0.5347
Br1 -2.062830 -1.972900 2.780910  0.0577
Br2 -0.616868 0.862073 3.174873  0.0202
Br3 -0.313317 -0.712530 0.378810  0.1898
H3 -2.358256 0.158243 1.557675  0.2133
C5 2.604701 -1.367873 -5.218030  -0.5044
Br4 2.092974 -0.040078 -6.531545  0.0548
Br5 4.503039 -1.745314 -5.287880  0.0548
Br6 2.030880 -0.884473 -3.425927  0.1649
H4 2.090846 -2.283331 -5.478998  0.2224
C6 -5.443423 -3.992376 4.242058  -0.4958
Br7 -5.988049 -2.735317 2.884781  0.0948
Br8 -3.561174 -4.400159 4.127873  0.1074
Br9 -5.937152 -3.396544 6.008622  0.0913
H5 -5.978942 -4.912778 4.055502  0.2249
C7 0.833232 4.284742 2.027028  -0.4956
Br10 0.078613 4.564004 0.270097  0.0702
Br11 2.196474 2.922979 2.019588  0.1000
Br12 1.472920 5.932787 2.794533  0.0991
H6 0.031892 3.926525 2.660555  0.2316

Forces on the atoms, in the same order (eV/Å):
1.45 -1.10 -0.24
-3.01 1.11 -0.23
0.92 0.79 1.26
1.35 -6.86 0.86
-1.31 2.66 -1.22
0.23 5.10 -1.79
0.22 0.47 0.20
0.42 -0.65 -0.04
-0.02 -0.05 -0.30
0.17 0.54 -0.20
-0.13 -0.11 0.03
-1.63 -0.18 4.01
0.02 -0.01 0.14
0.12 0.44 0.01
0.07 -0.09 0.06
-0.13 0.06 -0.01
1.36 -1.83 -2.68
0.03 0.03 0.01
-0.01 0.05 -0.01
0.05 -0.08 0.11
-0.30 -0.36 0.22
0.06 -0.02 -0.13
0.03 0.03 0.01
0.04 -0.05 0.09
0.02 0.05 0.13
0.03 0.19 -0.10
-0.04 -0.12 -0.10
0.01 -0.02 -0.07

4.
2 unconnected molecules or ions with the total composition CH4OS2, computed with ωB97M-V with the def2-TZVPD basis set.

Properties
- energy relative to the best compared isomer or geometry (same formula, charge and spin) (kcal/mol) = 77.42
- HOMO-LUMO gap (spin up / spin down) (eV) = 7.23 / 7.23
- highest occupied orbital energy (spin up / spin down) (hartree) = -0.313 / -0.313

Each line ends with the natural charge from an NBO analysis.
Positions of all 8 atoms, in Å:
C1 1.139685 -0.237753 2.033156  0.1674
O1 0.530672 -0.372342 3.185523  -0.4522
S1 -1.506594 1.863931 -1.772598  -0.3170
S2 1.284959 -0.386028 4.628541  -0.0277
H1 0.598411 -0.368976 1.173090  0.1521
H2 2.133068 -0.080753 1.898050  0.1598
H3 -1.039312 0.632475 -1.324949  0.1476
H4 -2.303721 2.272022 -0.648271  0.1701

Forces on the atoms, in the same order (eV/Å):
-2.90 -0.61 3.92
1.15 0.22 -4.25
-0.58 -0.16 1.40
0.64 0.12 1.35
-1.95 -0.21 -1.63
3.06 0.49 0.60
-0.70 1.16 0.00
1.27 -1.00 -1.41

5.
2 unconnected molecules or ions with the total composition C3H10N2O3, computed with ωB97M-V with the def2-TZVPD basis set.

Properties
- energy relative to the best compared isomer or geometry (same formula, charge and spin) (kcal/mol) = 19.98
- HOMO-LUMO gap (eV) = 9.72
- SMILES = NC(=O)NCCO.O
- highest occupied orbital energy (hartree) = -0.335

Each line ends with the natural charge from an NBO analysis.
Positions of all 18 atoms, in Å:
N1 2.221223 1.010945 -0.876214  -0.9003
C1 1.737793 0.360414 0.304280  0.7814
O1 2.467806 0.206322 1.266080  -0.6471
N2 0.440800 -0.052539 0.242316  -0.6294
C2 -0.446553 0.422714 -0.803403  -0.2298
C3 -1.628006 -0.601163 -0.900714  -0.0730
O2 -1.132475 -1.794935 -1.430627  -0.7150
H1 2.725721 0.314149 -1.412641  0.3762
H2 3.055916 1.560187 -0.613833  0.3829
H3 -0.008502 -0.381011 1.092555  0.4280
H4 0.088834 0.524232 -1.729307  0.2207
H5 -0.960998 1.359421 -0.483466  0.1717
H6 -1.940149 -0.756982 0.162407  0.1773
H7 -2.492936 -0.162602 -1.379189  0.1666
H8 -1.216350 -1.791666 -2.386592  0.4688
O3 -1.050570 -0.128920 2.624368  -0.9571
H9 -0.530025 -0.718161 3.185098  0.4891
H10 -1.331527 0.629600 3.138886  0.4890

Forces on the atoms, in the same order (eV/Å):
1.15 0.47 -0.33
0.05 -0.20 0.52
-0.32 -0.09 0.36
0.91 0.50 -0.82
-2.24 -0.40 1.11
1.46 1.05 1.44
-0.49 -0.83 -0.18
-0.54 -0.53 -0.50
-0.85 -0.03 0.44
0.42 0.31 -0.22
-0.02 0.21 -0.29
0.69 -0.07 -0.41
0.14 -0.30 -0.81
-0.17 -0.06 -0.64
-0.01 0.07 -0.04
-0.17 -0.44 -0.06
-0.16 0.35 0.18
0.16 -0.02 0.24

How do the records compare in largest force on an atom? In the order shown, they have 6.7, 5.6, 7.0, 4.9, 2.5 eV Å⁻¹.
How do the records compare in calculated total energy? In the order shown, they have -65647.5588, -153593.1866, -862788.3669, -24815.9179, -12395.8687 eV.